DFT (ωB97M-V/def2-TZVPD) results for a gas-phase ion, C3H7N2O2 (charge +1) in a non-equilibrium geometry.

Last columns: bonded neighbours and bond lengths (Å).
Atoms and positions in Å:
1 C -0.814 -0.727 0.806  N4 1.220, N5 1.527, H8 1.098
2 C -1.096 1.417 -0.296  C3 1.435, N4 1.515, H9 1.174, H10 1.050
3 C 0.328 1.386 -0.470  C2 1.435, H11 1.061, H12 1.019
4 N -1.540 0.203 0.494  C1 1.220, C2 1.515
5 N 0.635 -0.872 0.348  C1 1.527, O6 1.332, O7 1.494
6 O 1.726 -1.122 1.070  N5 1.332, H13 0.983
7 O 0.452 -1.906 -0.714  N5 1.494, H14 0.940
8 H -1.101 -1.631 1.360  C1 1.098
9 H -1.453 2.364 0.299  C2 1.174
10 H -1.671 1.650 -1.143  C2 1.050
11 H 0.705 1.356 -1.461  C3 1.061
12 H 0.923 1.770 0.263  C3 1.019
13 H 1.982 -2.065 0.969  O6 0.983
14 H 0.923 -1.822 -1.523  O7 0.940

total energy = -377.9841 Ha
energy relative to the best compared isomer or geometry (same formula, charge and spin) = 708.2 kJ/mol
charge = +1